A molecular structure, C34H32N3OPPt. Source: the OMol25 dataset; level of theory: ωB97M-V with the def2-TZVPD basis set.

XYZ file:
```
72
Properties=species:S:1:pos:R:3:forces:R:3:mulliken_charge:R:1
Pt 0.508 0.524 -0.491 -0.1 -0.9 0.6 0.3391
C 3.025 2.704 1.937 0.1 0.0 -0.1 -1.7467
C 2.365 3.041 0.603 -0.1 -0.1 0.0 1.3753
C 2.997 4.280 -0.025 0.0 0.0 0.0 -1.5058
C 0.841 3.224 0.690 0.2 0.0 -0.1 -0.3306
C 0.324 4.074 1.858 -0.1 0.0 0.0 -0.7582
O -0.464 3.125 2.648 0.0 0.1 0.0 -0.4251
C -0.559 1.994 2.015 0.1 0.1 0.2 1.4504
N 0.138 1.915 0.921 -0.1 0.4 -0.4 0.3355
C -1.427 0.991 2.615 -0.4 -0.2 0.2 0.0522
C -2.117 1.372 3.764 0.2 0.0 -0.2 -1.1755
C -2.980 0.494 4.410 -0.1 -0.2 0.0 -0.8418
C -3.184 -0.776 3.902 0.1 0.0 -0.1 -0.8943
C -2.524 -1.177 2.736 -0.1 0.0 0.1 -0.7916
C -1.649 -0.306 2.085 0.2 0.3 0.0 1.3039
P -0.722 -1.111 0.806 0.1 0.3 -0.3 0.8990
C -1.665 -2.105 -0.258 -0.1 0.0 0.1 1.4046
C -1.054 -3.124 -1.015 0.0 -0.1 -0.1 -0.6067
C -1.833 -3.929 -1.820 0.2 0.0 0.0 -1.0714
C -3.207 -3.712 -1.903 -0.1 -0.1 0.0 -0.6084
C -3.817 -2.678 -1.196 0.1 0.1 0.1 -0.9657
C -3.054 -1.869 -0.378 -0.1 0.1 0.0 -0.7848
C 0.867 -1.706 1.277 -0.1 -0.5 0.2 1.0730
C 1.136 -3.073 1.406 0.1 0.0 -0.1 -0.9154
C 2.405 -3.471 1.805 -0.1 0.0 0.0 -0.8854
C 3.403 -2.529 2.040 0.1 0.2 0.0 -0.8501
C 3.145 -1.165 1.897 0.2 -0.3 0.0 -0.5996
C 1.870 -0.756 1.549 0.0 0.3 -0.4 0.7481
H 4.064 2.417 1.775 0.0 0.0 0.0 0.4738
H 2.535 1.900 2.488 -0.1 -0.1 0.1 0.3949
H 3.049 3.574 2.593 0.0 0.0 0.0 0.4425
H 2.517 2.189 -0.101 0.1 0.0 0.0 -0.3168
H 2.851 5.151 0.619 0.0 0.0 0.0 0.3562
H 2.579 4.505 -1.007 0.0 0.0 0.0 0.4356
H 4.072 4.146 -0.138 0.0 0.0 0.0 0.4239
H 0.491 3.627 -0.261 0.0 0.0 0.0 0.5658
H -0.347 4.876 1.564 0.0 0.0 0.0 0.3038
H 1.096 4.470 2.510 0.0 0.0 0.0 0.4111
H -1.987 2.365 4.172 0.1 0.0 -0.1 0.6164
H -3.483 0.822 5.310 0.0 -0.1 0.0 0.4849
H -3.853 -1.467 4.399 0.0 0.0 0.0 0.5071
H -2.678 -2.180 2.360 -0.1 0.0 0.0 0.5582
H 0.014 -3.291 -0.956 0.0 0.0 0.0 0.5246
H -1.384 -4.742 -2.375 0.0 0.0 0.0 0.5371
H -3.810 -4.358 -2.529 0.0 0.0 0.0 0.5038
H -4.885 -2.526 -1.274 0.0 0.0 0.0 0.5314
H -3.525 -1.074 0.185 0.0 0.0 0.0 0.5576
H 0.370 -3.818 1.236 0.0 0.0 0.0 0.6091
H 2.613 -4.524 1.945 0.0 0.0 0.0 0.5076
H 4.385 -2.856 2.361 0.0 0.0 0.0 0.5117
H 3.920 -0.439 2.107 0.0 0.0 0.0 0.5537
H 1.650 0.312 1.565 0.0 0.1 0.2 -0.8722
C 2.779 -2.043 -3.063 0.1 0.0 0.0 -0.9013
C 2.051 -1.994 -4.241 -0.1 0.1 0.0 -0.7844
C 0.864 -1.263 -4.282 0.1 -0.1 0.0 -0.7256
C 0.447 -0.608 -3.146 -0.2 0.2 0.1 1.1317
N 1.167 -0.662 -1.996 0.1 -0.1 -0.2 0.4435
C 2.311 -1.361 -1.956 0.0 0.0 0.0 0.2138
C -0.762 0.225 -3.041 0.2 -0.1 0.2 0.3336
C -1.679 0.453 -4.046 0.0 0.0 0.0 -0.8106
C -2.768 1.285 -3.810 0.0 0.0 0.0 -0.7145
C -2.927 1.862 -2.556 -0.1 0.0 0.0 -0.9397
C -1.990 1.608 -1.579 0.1 -0.1 0.0 0.0292
N -0.935 0.806 -1.824 -0.1 0.6 0.0 -0.1057
H 3.708 -2.593 -3.000 0.0 0.0 0.0 0.5294
H 2.404 -2.509 -5.127 0.0 0.0 0.0 0.5159
H 0.294 -1.197 -5.198 0.0 0.0 0.0 0.4982
H 2.850 -1.363 -1.018 0.0 0.0 0.1 0.3926
H -1.535 -0.003 -5.015 0.0 0.0 0.0 0.5104
H -3.482 1.482 -4.601 0.0 0.0 0.0 0.5143
H -3.762 2.513 -2.335 0.0 0.0 0.0 0.5345
H -2.060 2.035 -0.589 0.0 0.0 0.0 0.4893
```
Forces are in eV/Å.

gap between HOMO and LUMO = 0.244 hartree
total energy = -2013.5267 Ha
energy relative to the best compared isomer or geometry (same formula, charge and spin) = 0.0 kJ/mol
charge = +4
LUMO energy = -14.22 eV

---

A molecular structure, C4H6N2O2. Source: the OMol25 dataset; level of theory: ωB97M-V with the def2-TZVPD basis set.

XYZ file:
```
14
Properties=species:S:1:pos:R:3:forces:R:3:mulliken_charge:R:1
C 1.054 -0.128 -0.242 0.3 2.2 1.6 0.2515
C 0.659 0.862 0.651 1.0 2.5 0.9 -0.6374
C -0.754 0.798 0.844 -1.2 -0.9 -2.3 0.5740
C -1.209 -0.238 -0.040 2.4 0.7 -0.1 0.0067
H 2.822 -1.205 -0.590 -1.5 2.9 -0.8 0.2951
H 2.739 0.827 -0.652 -1.2 -5.2 -1.4 0.3247
H 1.219 1.821 0.967 -0.6 -2.1 -0.4 0.1655
H -2.619 0.817 1.779 3.6 4.1 -1.4 0.3836
H -2.096 -2.174 -0.605 -1.4 4.0 0.3 0.2357
H -0.070 -1.379 -1.412 0.2 0.2 0.4 0.2787
N 2.208 -0.335 -0.958 4.8 2.7 1.7 -0.6190
N -0.013 -0.769 -0.598 -4.4 -1.9 -1.0 -0.0380
O -1.576 1.771 1.389 -3.3 -5.1 1.7 -0.6327
O -2.364 -0.666 -0.534 1.2 -4.2 0.5 -0.5884
```
Forces are in eV/Å.

gap between HOMO and LUMO = 0.220 hartree
total energy = -415.7155 Ha
energy relative to the best compared isomer or geometry (same formula, charge and spin) = 853.6 kJ/mol
LUMO energy = -1.03 eV

---

A single C3H2ClNS molecule. Source: the OMol25 dataset; level of theory: ωB97M-V with the def2-TZVPD basis set.

XYZ file:
```
8
Properties=species:S:1:pos:R:3:forces:R:3:mulliken_charge:R:1
C 0.184 -0.361 1.216 0.2 0.2 0.6 0.1007
C -0.733 0.430 -0.904 3.0 0.9 3.3 -0.2941
C 0.700 -0.009 -0.084 -3.2 -2.2 -2.0 0.1323
N -0.241 -0.605 2.253 -0.1 -0.1 0.1 -0.3292
S -1.448 1.759 -0.432 0.0 0.8 -0.4 -0.1373
Cl 1.399 -1.604 -0.739 -0.3 1.3 0.1 -0.1723
H -1.301 -0.339 -1.281 -0.6 -2.0 -1.5 0.3583
H 1.440 0.728 -0.028 1.0 1.1 -0.3 0.3415
```
Forces are in eV/Å.

SMILES = N#C[C@@H](Cl)C=S
gap between HOMO and LUMO = 0.309 hartree
total energy = -1028.5719 Ha
energy relative to the best compared isomer or geometry (same formula, charge and spin) = 182.8 kJ/mol
LUMO energy = -1.31 eV